No. 1
# C36H39ClGdN2O2P2Se2Te2

A molecular structure, C36H39ClGdN2O2P2Se2Te2 (ωB97M-V/def2-TZVPD, the Open Molecules 2025 dataset).

Each line ends with the Löwdin spin population.
Geometry (Å):
H: -2.55056 -15.92670 17.89601  0.000
H: -0.32697 -5.51671 15.19435  0.000
H: -6.35131 -14.16615 19.46718  0.000
H: -6.25135 -10.85920 11.00255  0.000
H: -7.87974 -17.36773 16.99661  0.000
H: -9.79187 -13.38795 14.16741  0.000
H: -1.33585 -14.66922 18.19303  -0.009
H: -3.61330 -14.63321 24.09430  0.000
H: -4.78842 -7.52312 8.78698  0.000
H: -2.41374 -8.45838 20.12390  -0.001
H: -0.52596 -10.95821 14.24963  -0.002
Te: -5.78137 -8.80736 19.96546  0.376
H: -4.46445 -11.30573 12.74410  -0.001
H: -8.18949 -15.80604 18.99773  0.000
C: -5.03806 -8.00199 9.71297  0.000
H: -4.86675 -16.23718 22.62894  0.000
O: -4.53983 -10.64608 15.73919  -0.035
C: -9.55161 -12.46944 13.63298  0.000
C: -10.43183 -11.85114 12.74787  0.000
C: -2.33174 -14.89758 17.74060  -0.023
C: -2.70622 -7.78700 18.11438  -0.004
C: 0.90393 -6.75612 16.41905  -0.010
C: -4.22024 -15.32870 20.80701  -0.004
H: -1.17572 -7.38842 13.72812  -0.001
C: -10.01328 -10.66292 12.08036  0.000
C: -3.52547 -14.29924 20.18363  -0.005
C: 0.58819 -9.15806 16.07728  -0.008
C: -5.84272 -9.08406 12.13658  0.000
H: -1.89685 -7.01431 18.05893  -0.001
C: -7.32040 -15.73401 18.29315  0.000
H: -3.75956 -10.13025 19.19486  0.012
H: -4.23964 -15.42537 15.96357  0.000
C: -6.06642 -16.47283 16.38446  0.000
C: -5.22807 -11.44588 13.50495  -0.003
H: -8.53887 -9.15513 11.89527  0.000
N: -2.77833 -10.16747 18.88734  -0.038
H: -2.23587 -12.62697 20.59711  -0.004
C: -2.75102 -13.59008 22.38865  0.000
C: 0.00712 -6.53396 15.35675  -0.002
C: -7.15210 -16.61021 17.23105  -0.003
C: -1.05462 -10.01731 14.36733  -0.023
C: -5.93139 -9.84292 10.95107  0.000
C: -4.32853 -11.53536 14.69929  -0.013
H: -1.62514 -9.70479 13.48060  0.000
H: -2.64586 -7.68895 16.08554  -0.001
H: -2.12044 -12.86354 22.90088  0.000
C: -5.47322 -9.32332 9.73469  0.000
H: -5.01379 -7.33927 13.02036  0.000
C: -5.06781 -15.55273 16.68103  -0.003
H: -5.74098 -12.40288 13.32347  0.000
H: -1.06792 -8.91033 19.03549  -0.003
Gd: -2.44694 -10.72204 16.50140  6.498
C: -8.30763 -11.89621 13.86550  0.000
C: -7.89136 -10.72066 13.26955  0.000
H: -11.41077 -12.19426 12.53007  0.000
H: 1.38818 -5.96107 16.96943  -0.001
Te: -7.04870 -6.66287 17.81384  0.508
C: -0.51728 -7.58008 14.58081  -0.008
C: -0.28764 -8.94869 14.99342  -0.011
Se: -6.81562 -10.39142 18.18673  0.038
C: -5.10821 -14.81763 17.82843  -0.008
C: -5.23878 -7.86128 12.10250  0.000
H: -5.90622 -17.13374 15.53842  0.000
H: -5.66505 -9.94126 8.87858  0.000
C: -6.28962 -14.80882 18.57800  -0.003
H: -4.75665 -16.03461 20.18200  0.000
H: -4.00301 -8.41591 16.53725  -0.002
Se: -8.01538 -8.90044 16.85722  0.039
C: -4.23343 -15.45480 22.20613  0.000
O: -3.31697 -12.33250 14.77632  -0.040
H: -2.35944 -10.88930 19.45406  -0.014
H: -4.67633 -6.19183 10.87307  0.000
Cl: 0.57412 -10.71450 16.91969  -0.073
H: 1.87390 -8.30755 17.60385  -0.001
C: -3.53679 -14.59040 22.98367  -0.002
P: -3.63951 -13.84041 18.39663  -0.054
H: -3.62765 -7.30913 18.52188  -0.001
C: 1.25101 -8.09699 16.74098  -0.005
C: -8.80858 -10.09242 12.37502  0.000
C: -2.17395 -8.86429 19.14002  -0.006
H: -7.62026 -12.33957 14.55911  0.000
C: -2.79533 -13.45688 21.00260  -0.004
H: -10.70141 -10.16552 11.41482  0.000
C: -4.94196 -7.25148 10.89648  0.000
N: -2.98805 -8.34397 16.77087  -0.032
H: -2.21009 -14.72074 16.67651  -0.008
P: -6.30159 -9.94131 13.73303  -0.001

Output
* net charge: -1
* highest occupied orbital energy (spin up / spin down): -3.63 / -1.65 eV
* E_LUMO (spin up / spin down): 1.93 / 1.34 eV
* frontier orbital gap (spin up / spin down): 5.56 / 3.00 eV
* <S²>: 16.80
* 2S+1: 8
* F_max: 0.089 Eh/bohr

No. 2
# C36H39FN6O5PTi

A molecular structure, C36H39FN6O5PTi (ωB97M-V/def2-TZVPD, the Open Molecules 2025 dataset).

Each line ends with the Löwdin spin population.
Geometry (Å):
O: 1.14174 2.57869 -0.44536  -0.001
H: 0.21315 -4.69226 -3.31659  0.000
N: -2.13831 4.12894 -3.41522  0.001
C: 0.23000 -2.00979 -2.68964  0.000
H: -2.59411 5.16642 -1.65801  0.000
C: -2.84750 3.37707 -4.44963  0.000
H: 2.50302 -2.79332 -6.64000  0.000
N: -3.69663 2.30833 -3.92962  0.000
C: -3.17193 -4.59740 -3.24708  0.000
F: -1.72051 0.32162 5.97839  0.000
C: -0.77143 4.11707 2.03247  -0.001
H: -4.34404 -2.84946 -2.82454  0.000
H: -3.58491 0.44780 -2.98814  0.000
C: 2.56035 -2.80747 -5.55890  0.000
C: -2.27733 4.47388 3.84228  0.000
N: -0.17827 3.20306 1.09888  0.023
H: 4.70292 -3.49914 -3.03772  0.000
H: -3.75385 5.36300 -2.98438  0.000
O: 0.93133 -2.82591 -0.53441  0.000
C: -3.22520 2.71579 -1.00864  0.000
P: -1.86808 1.79626 -1.88878  0.005
H: 1.96095 -0.80557 1.16564  0.000
H: 2.50868 0.83978 1.57295  0.002
H: -0.72809 7.35029 2.95459  0.000
C: -2.90562 1.23357 -3.32737  0.000
O: -0.69167 1.99818 0.98400  -0.015
C: 2.67715 -2.85169 -2.78395  0.000
H: -5.24662 2.09188 -2.54320  0.000
H: -1.74551 -6.15869 -3.60762  0.000
C: 3.74078 -3.17828 -4.92564  0.000
C: -1.14631 3.28846 -2.74313  0.002
C: 0.12009 1.20395 4.79617  0.001
C: 0.36401 -1.94968 -1.14036  0.000
C: -4.62985 2.88707 -2.96574  0.000
C: -0.95678 -2.93802 -2.92652  0.000
C: -1.93373 5.81683 3.85415  0.003
Ti: 0.34228 0.82110 -0.13725  0.889
H: 4.60930 -3.45606 -5.50936  0.000
C: -0.88330 0.26590 4.91044  -0.002
C: -1.88988 -5.11044 -3.37870  0.000
N: -3.98284 3.61936 -1.87820  0.000
H: -2.36606 -1.38919 -2.51365  0.000
C: -2.24357 -2.43087 -2.77448  0.000
H: 5.20799 0.43874 -2.29599  0.000
H: 0.53157 -2.16974 -5.29979  0.000
H: -1.93210 2.55391 2.91616  0.000
C: 3.79205 -3.19913 -3.54162  0.000
H: 4.39679 2.57127 -0.22275  0.000
C: -0.99902 6.30295 2.94743  0.000
C: -1.69528 3.60812 2.92749  0.003
H: -1.84442 -1.45942 4.10368  0.000
H: -5.27946 3.58269 -3.50120  0.000
C: 5.08885 1.82439 -0.60857  0.001
C: 4.57083 1.24499 -1.93078  0.002
H: -3.48241 4.07513 -4.99932  0.000
H: 2.72201 -2.89346 -1.70627  0.000
C: 0.96331 1.14361 3.69436  -0.001
H: -4.03200 -5.24212 -3.37636  0.000
H: -3.90966 1.98704 -0.56701  0.000
C: -1.05534 -0.73024 3.97213  0.001
C: 1.45133 -2.45934 -4.80668  0.000
C: -0.40716 5.45533 2.02669  0.003
H: -0.33450 -1.54700 2.12775  0.000
C: 3.22440 0.71152 -1.75881  0.012
N: 0.78569 3.55463 0.33952  0.060
H: 0.32023 5.81925 1.31560  0.000
H: 5.19940 1.04038 0.13841  0.000
C: -3.11924 4.64479 -2.46106  0.000
C: -0.78513 -4.28474 -3.21782  0.000
H: -2.25103 0.78237 -4.07572  0.000
H: 0.23591 1.96269 5.55972  0.000
C: 1.63141 0.19512 1.45952  -0.002
H: -2.11985 2.95040 -5.14239  0.000
H: -0.60109 3.89052 -2.01348  0.000
H: -2.99632 4.08735 4.55202  0.000
N: 2.16323 0.32314 -1.57267  0.008
C: -3.34602 -3.25436 -2.94063  0.000
H: 0.64433 -0.17927 -3.17408  0.001
H: -2.39103 6.48664 4.57034  0.000
H: 6.05736 2.29325 -0.77049  0.000
C: 0.81680 0.16882 2.70288  0.004
C: -0.20497 -0.77304 2.87581  -0.001
H: -0.41163 2.94414 -3.47636  0.000
H: 4.52826 2.00826 -2.70829  0.001
O: -0.14238 -0.73510 -3.22313  0.004
H: -2.79770 3.28510 -0.17962  0.000
C: 1.49517 -2.47317 -3.41103  0.000
O: -0.24945 -0.93286 -0.57788  -0.003
H: 1.75576 1.87859 3.59652  0.000

Output
* net charge: 0
* highest occupied orbital energy (spin up / spin down): -7.29 / -7.24 eV
* E_LUMO (spin up / spin down): -0.25 / -0.39 eV
* frontier orbital gap (spin up / spin down): 7.05 / 6.85 eV
* <S²>: 0.76
* 2S+1: 2
* F_max: 0.041 Eh/bohr

No. 3
# C36H39LuN7OP2S

A molecular structure, C36H39LuN7OP2S (ωB97M-V/def2-TZVPD, the Open Molecules 2025 dataset).

Each line ends with the Mulliken charge.
Geometry (Å):
C: -3.15637 3.16204 -3.08729  2.155
C: 1.19259 -2.79396 0.23009  -1.317
H: -0.30361 -3.75238 6.41584  0.410
N: -4.24771 -2.28735 3.35415  -0.486
H: -4.75530 4.01635 -1.88173  0.371
H: 4.93443 2.58250 0.73082  0.454
H: 5.37956 -2.39004 -2.68766  0.453
H: -3.59243 2.74238 -5.16818  0.391
H: 5.21229 1.75195 4.65840  0.415
C: 4.38563 1.32145 4.10682  -0.587
C: 1.47072 2.38694 -0.96799  -0.977
H: -4.20302 -3.28624 3.25195  0.229
H: 3.89457 0.40344 0.33415  0.255
H: 3.01034 2.88189 4.64015  0.438
H: 1.59112 4.52283 -1.12975  0.470
H: 3.84301 -1.73881 -0.86154  0.227
H: -3.42832 1.28883 -4.16946  0.286
C: -2.21733 -2.09363 -2.55575  0.955
H: 4.73416 -2.02072 -5.04466  0.398
H: 1.25497 -2.99203 -0.83774  0.457
H: -4.35353 0.13726 3.31910  0.229
H: 1.90141 -3.45772 0.71725  0.357
C: -3.59947 -1.79295 -2.48598  0.018
C: 2.09674 1.40309 3.37994  -0.326
C: 2.09073 1.21806 -0.52196  1.140
C: -0.68866 -1.95196 5.30658  -0.626
C: 0.44825 -1.75110 3.17925  1.471
C: 3.31504 3.69711 -0.15024  -0.620
C: 2.27395 0.22133 2.67389  0.633
C: -4.64122 3.35984 -2.74701  -1.617
C: -3.44790 -1.53581 2.58930  1.062
C: 3.50528 -0.42479 2.69621  -0.607
N: -2.89205 0.72189 1.99570  -0.469
C: -3.03039 2.29022 -4.34669  -1.426
H: -1.44472 4.39080 -3.62715  0.359
O: -1.40270 -1.69367 -1.64688  -0.159
H: -1.35458 -1.53556 6.05328  0.466
N: -3.57038 -0.20739 2.78529  -0.360
C: -1.94282 1.90001 -1.03360  -1.984
C: 2.33142 -1.00050 -2.20481  0.953
C: -4.52428 -2.20093 -3.48779  -0.397
C: 1.06326 -2.97654 3.40732  -0.252
C: 2.82686 -1.17183 -4.55520  -0.627
C: -3.91997 -1.01421 -1.36048  0.257
H: -4.90954 -1.89787 4.00309  0.181
C: 4.55981 0.12825 3.40797  -0.600
C: 3.15218 1.95628 4.09610  -0.691
H: 3.78566 4.66036 0.00977  0.419
H: -5.15733 3.81233 -3.59762  0.420
H: -2.33945 -3.09015 -4.33375  0.208
H: 0.18593 -3.05178 0.55723  0.262
H: 2.54167 -1.01709 -5.58795  0.445
H: -5.11996 2.40555 -2.51995  0.322
H: 5.52035 -0.37235 3.42161  0.444
C: 1.95825 -0.80675 -3.53169  -0.815
C: -2.49549 2.47145 -1.96451  0.809
C: 2.08393 3.62264 -0.78224  -0.628
H: 1.13843 1.91367 3.36130  0.365
N: -3.94004 -0.38947 -0.38741  -0.578
H: -3.54969 1.19264 1.37731  0.369
H: 1.25044 -4.66129 4.71961  0.447
C: 4.42105 -1.94474 -2.92194  -0.737
H: -2.45575 1.40527 2.60360  0.277
H: -0.74649 -2.95130 -3.64683  0.214
H: 3.64462 -1.35028 2.14518  0.294
C: 3.95950 2.53176 0.25990  -0.634
H: 0.99835 -0.35767 -3.76826  0.534
P: 1.24963 -0.35246 -0.91685  -0.362
C: 0.77656 -3.70064 4.56139  -0.764
C: -0.42026 -1.24364 4.14600  -0.592
C: 4.05619 -1.73824 -4.24917  -0.623
Lu: -1.50459 -0.08880 -0.08836  1.520
N: 1.55799 -1.37203 0.48790  0.754
H: -1.98492 2.19935 -4.64921  0.356
C: -0.09630 -3.19285 5.51230  -0.590
C: -2.48498 4.51947 -3.32205  -1.646
H: -2.50457 5.12697 -2.41584  0.369
C: 3.35922 1.30193 0.05990  -0.339
N: -1.73523 -2.78153 -3.58993  -0.401
N: -5.19607 -2.57907 -4.34595  -0.485
S: -2.37297 -2.25584 1.52575  -0.493
H: -0.89189 -0.27749 3.99372  0.313
H: 1.77748 -3.38119 2.70686  0.221
H: -3.01236 5.06018 -4.11180  0.401
P: 0.83432 -0.55203 1.85764  -0.520
C: 3.56181 -1.57767 -1.89686  -0.230
H: 0.50491 2.34601 -1.45189  0.311

Output
* net charge: +1
* highest occupied orbital energy: -10.69 eV
* E_LUMO: -2.24 eV
* frontier orbital gap: 8.45 eV
* F_max: 0.019 Eh/bohr

Asked for ΔE to the lowest compared entry with this formula, charge and spin across the records above, the calculation gives 74.56 65.99 0.00 kcal/mol in order.